C10H14NO4 | ωB97M-V with the def2-TZVPD basis set

Positions of all 29 atoms, in Å:
O1 -4.604033 0.191038 0.464016
O2 -1.178125 -0.775329 -0.723920
O3 -0.327597 1.371609 -0.953884
O4 -5.318652 -1.981421 0.110811
N1 -0.529130 0.433100 1.267648
C1 2.924453 -1.959461 -0.218999
C2 1.803747 0.109818 -0.738812
C3 -1.118807 0.500701 -0.333463
C4 3.525940 -1.367919 0.880017
C5 0.883310 0.922216 -1.615832
C6 -3.833317 1.341579 0.132754
C7 2.065964 -1.227986 -1.023460
C8 -4.897860 -0.916128 0.218221
C9 3.269451 -0.037747 1.174301
C10 2.411200 0.696593 0.371555
H1 -2.255790 0.933706 -0.158117
H2 1.361613 1.858193 -1.908177
H3 4.205292 -1.938521 1.492315
H4 3.131353 -2.991885 -0.457827
H5 -0.337623 -1.106592 -1.087485
H6 3.752070 0.433709 2.015672
H7 -4.254496 1.781953 -0.768804
H8 -3.931511 2.019773 0.976417
H9 0.616033 0.370000 -2.522627
H10 1.634822 -1.691749 -1.900726
H11 -1.052016 -0.272456 1.789863
H12 2.236578 1.743432 0.577179
H13 0.480550 0.208393 1.249118
H14 -0.663431 1.351371 1.692238

Cartesian forces, eV/Å:
O -1.6 -1.6 0.7
O 0.3 -0.9 -0.7
O 0.7 0.3 -0.5
O 0.4 0.3 -0.2
N 0.1 -0.1 -0.2
C 0.1 -0.1 0.1
C 0.0 -0.1 0.0
C -1.4 0.8 1.2
C 0.0 -0.1 -0.1
C 0.0 0.1 0.0
C 1.7 2.5 -0.7
C 0.0 0.3 0.0
C -0.6 -0.6 0.2
C -0.1 0.1 0.0
C 0.2 0.0 -0.2
H 1.4 -0.6 -0.1
H -0.1 -0.1 -0.1
H 0.1 -0.1 0.1
H 0.0 -0.1 0.0
H -0.2 0.0 0.2
H 0.1 0.1 0.1
H -0.3 -0.2 0.1
H -0.4 -0.2 0.0
H 0.0 0.1 0.1
H -0.1 0.0 -0.1
H 0.2 0.2 -0.1
H 0.0 0.1 0.0
H -0.5 0.0 0.2
H 0.0 -0.2 0.0

Results
spin multiplicity = 1
relative energy (zero: lowest compared OMol25 entry of this formula, charge and spin) = 1.105 eV
LUMO = -2.936 eV
total charge = +1
DFT total energy = -20265.9146 eV